[1]
134
Properties=species:S:1:pos:R:3 method="wB97M-V/def2-TZVPD" energy_ha=-5128.65473 homo_ha=-0.2657 total_charge=-1
N -0.03681 -1.06620 -0.86921
S -0.84454 -0.85599 0.37081
O -2.06400 -0.10215 0.39574
O -0.09054 -0.91401 1.64060
F -1.36531 -2.37400 0.32702
S 0.44756 0.59286 -0.93119
O 1.44769 0.97952 0.04462
O -0.50668 1.58325 -1.33782
F 1.25331 0.41796 -2.33281
C 5.52688 0.88925 5.17696
C 4.57871 0.77909 4.02004
O 4.49596 -0.24735 3.37072
N 3.82939 1.89223 3.78912
C 2.86844 1.97679 2.67654
H 6.14029 1.78664 5.09615
H 6.28141 0.10322 5.20766
H 4.93049 0.98498 6.08430
H 3.91794 2.75812 4.30146
H 2.56900 0.97654 2.36359
H 3.41966 2.46160 1.87079
H 1.93155 2.43177 2.99797
C 0.61403 -2.37378 -4.27013
C -0.76954 -1.72877 -4.43864
O -1.43710 -1.90302 -5.48542
N -1.25187 -1.04873 -3.39676
C -2.62591 -0.58778 -3.23422
H 1.36365 -1.93132 -4.92617
H 0.64575 -3.44104 -4.48926
H 0.96917 -2.28705 -3.24326
H -0.68493 -1.07855 -2.56142
H -2.92488 -0.34786 -2.21385
H -3.30710 -1.27458 -3.73661
H -2.73597 0.39495 -3.69274
C 1.59990 -0.72317 5.14534
C 0.41270 -1.70610 5.33293
O 0.34735 -2.36797 6.38742
N -0.39850 -1.76515 4.27065
C -1.49649 -2.73839 4.09502
H 2.52630 -1.29680 5.11646
H 1.71705 -0.11214 6.04033
H 1.43082 -0.06949 4.28965
H -0.02385 -1.42209 3.39770
H -1.58860 -2.95046 3.02982
H -2.42256 -2.33354 4.50317
H -1.27940 -3.69383 4.57264
C 1.76033 -4.42126 -1.71905
C 2.78748 -3.69152 -0.89285
O 3.93010 -4.15863 -0.87885
N 2.38426 -2.52760 -0.42294
C 3.20416 -1.66086 0.41876
H 1.56441 -5.42051 -1.33020
H 2.10454 -4.45189 -2.75283
H 0.77750 -3.95116 -1.68511
H 1.52119 -2.10231 -0.73008
H 3.49353 -0.78854 -0.16727
H 4.15889 -2.06911 0.75032
H 2.61980 -1.31034 1.26950
C 3.77471 2.76645 -1.99982
C 5.11169 2.62519 -1.25558
O 6.02563 3.37835 -1.57972
N 5.13016 1.69100 -0.29119
C 6.26777 1.51599 0.62733
H 3.74101 2.14843 -2.89704
H 3.82449 3.75057 -2.46580
H 2.97356 2.61861 -1.27566
H 4.33019 1.08345 -0.18621
H 5.86281 1.01009 1.50378
H 6.63148 2.48717 0.96291
H 7.08927 0.86717 0.32357
C -3.87008 -5.11521 0.85010
C -3.97872 -6.57904 0.54025
O -5.03417 -6.99992 -0.00835
N -2.98953 -7.38509 0.90325
C -2.99791 -8.78755 0.68634
H -4.17531 -4.43085 0.05853
H -2.81486 -4.84212 0.85301
H -4.37793 -4.73477 1.73635
H -2.15572 -6.85585 1.11483
H -3.63260 -9.26715 1.43149
H -1.99149 -9.20330 0.73494
H -3.47312 -8.98657 -0.27421
C -2.02852 -4.40487 -2.12873
Cl -3.60733 -3.85481 -2.59419
Cl -1.82548 -6.13806 -2.45280
H -1.30173 -3.86637 -2.73691
H -1.86544 -4.10671 -1.09307
F 2.40798 5.45318 2.44311
C 1.95302 5.77061 1.21503
C 1.97704 7.06279 0.72469
C 1.28868 7.38770 -0.44244
C 0.78094 6.37760 -1.24827
C 0.82056 5.05875 -0.82266
C 1.40797 4.75310 0.39525
H 2.41944 7.85461 1.31094
H 1.36131 8.42499 -0.73422
H 0.37153 6.65406 -2.20866
H 0.47157 4.20493 -1.38442
H 1.39488 3.74592 0.78489
F 2.69879 5.76147 -5.29737
C 2.25602 4.49441 -5.22201
C 3.01685 3.46044 -5.85595
C 2.59225 2.14568 -5.88465
C 1.51533 1.84709 -5.05397
C 0.70985 2.80726 -4.39518
C 1.11317 4.14694 -4.48868
H 3.82163 3.79241 -6.49512
H 2.96652 1.36053 -6.52485
H 1.26270 0.80101 -4.96289
H -0.19748 2.49846 -3.89740
H 0.49022 4.86885 -3.98157
F -1.02796 3.32450 1.63214
C -2.35758 3.43041 1.58598
C -3.09316 2.97928 0.52301
C -4.47224 3.06998 0.54672
C -5.14392 3.67965 1.60965
C -4.40924 4.25907 2.64317
C -2.97796 4.13055 2.61802
H -2.62306 2.56463 -0.35645
H -5.01232 2.68171 -0.30414
H -6.21857 3.78016 1.57174
H -4.92216 4.81608 3.41326
H -2.45179 4.46293 3.50067
F -3.84698 -2.39294 2.05814
C -4.91582 -1.79638 1.34938
C -4.75151 -1.59443 -0.02506
C -5.66353 -0.81104 -0.73629
C -6.89725 -0.53795 -0.10953
C -7.08525 -0.80356 1.22031
C -6.10126 -1.36383 2.00344
H -3.83022 -1.86717 -0.51824
H -5.56738 -0.70495 -1.80675
H -7.61721 -0.07895 -0.77087
H -8.06341 -0.55755 1.60641
H -6.21041 -1.50090 3.06913



[2]
149
Properties=species:S:1:pos:R:3 method="wB97M-V/def2-TZVPD" energy_ha=-5891.61560 homo_ha=-0.4332 total_charge=+1
C -2.24104 -3.35711 3.85218
C -1.17598 -2.87778 3.61829
N 0.15276 -2.45902 3.28531
C 0.43596 -1.46953 2.42514
N 1.79852 -1.14377 2.19356
C 2.63735 -2.31333 1.80106
C 2.11209 -3.14094 0.56009
C 3.11153 -2.87644 -0.66407
Cl 2.12873 -4.94254 0.86546
C 1.80155 -0.05904 1.18063
O 0.94307 -0.27377 0.07501
C -0.42291 -0.31367 0.44372
C -1.07740 -1.40899 -0.55815
C -1.64808 -2.68752 0.15478
O -2.93484 -2.46219 0.80046
C -3.97657 -3.16293 0.13833
C -4.12347 -4.67130 0.55808
F -4.44114 -5.38277 -0.60559
F -2.97564 -5.25230 1.05203
F -5.12969 -4.92376 1.45997
O -1.16116 0.86599 0.20968
C -0.37816 1.99359 -0.21614
C -0.06512 2.00164 -1.79115
N -0.68287 -0.80150 1.82511
C -1.04952 0.30033 2.79261
C -2.63665 0.48245 2.95455
O -3.10571 1.66730 2.30625
Si -4.75863 1.59437 1.85139
C -5.27651 0.00178 0.95123
C -5.97769 1.95440 3.28432
C -5.01366 3.03387 0.60030
H -3.13336 -3.99947 4.01838
H 0.89880 -2.95873 3.77192
H 3.69717 -1.95153 1.70287
H 2.65554 -3.02017 2.68394
H 1.09815 -2.85006 0.18985
H 4.12773 -2.58071 -0.29142
H 2.72492 -1.98657 -1.25281
H 3.15042 -3.73998 -1.37489
H 1.64209 0.92659 1.69919
H 2.85133 -0.01100 0.76008
H -0.35520 -1.72224 -1.36519
H -1.94793 -0.92809 -1.09803
H -0.92104 -3.22393 0.83215
H -1.87154 -3.43546 -0.67099
H -3.95206 -3.06928 -0.99027
H -4.94275 -2.65527 0.44321
H -1.04045 2.90030 -0.06431
H 0.53604 2.20849 0.40317
H 1.04807 2.07158 -1.88002
H -0.46988 2.94823 -2.25104
H -0.42532 1.06996 -2.29717
H -0.50944 1.27242 2.64700
H -0.71311 -0.07260 3.81547
H -3.11859 -0.47465 2.61335
H -2.82750 0.63106 4.06589
H -5.35503 -0.81796 1.73492
H -4.51102 -0.30368 0.18245
H -6.29846 0.17279 0.50728
H -6.92981 2.32742 2.80211
H -5.60876 2.74371 3.99078
H -6.22545 0.97566 3.77826
H -6.09906 3.05430 0.26828
H -4.79865 4.03861 1.06024
H -4.42750 2.86790 -0.35679
C 1.80495 7.95148 1.05569
C 2.44824 6.86222 0.22226
O 2.91120 5.78538 1.05890
C 1.99194 4.88917 1.42484
O 0.83471 4.92628 1.11176
C 2.63494 3.78452 2.26445
F 3.47264 4.26664 3.19396
F 3.35391 2.93363 1.49923
F 1.72346 3.03815 2.91751
H 2.48976 8.29281 1.83469
H 1.52819 8.80097 0.43024
H 0.90764 7.58474 1.55756
H 3.32639 7.25912 -0.28765
H 1.76955 6.48987 -0.54774
C 5.74629 -6.60825 -2.18630
C 5.04120 -7.10301 -3.43306
O 5.29179 -6.22514 -4.54253
C 6.45357 -6.41134 -5.18884
O 7.26864 -7.23832 -4.89890
C 6.56324 -5.44617 -6.37005
F 6.19275 -4.19061 -6.04465
F 5.77697 -5.82495 -7.39630
F 7.80881 -5.36357 -6.85338
H 5.46623 -5.57394 -1.97227
H 5.49005 -7.22983 -1.32705
H 6.82999 -6.62551 -2.31459
H 3.96244 -7.10014 -3.27156
H 5.32743 -8.12776 -3.67758
C 5.12876 -1.48073 -6.46064
C 4.26396 -0.26065 -6.70689
O 3.17218 -0.21714 -5.76745
C 3.45266 0.28766 -4.56417
O 4.52856 0.69322 -4.22344
C 2.19442 0.31261 -3.69641
F 1.49130 -0.83530 -3.77096
F 1.35228 1.30290 -4.06705
F 2.47344 0.50099 -2.39535
H 4.52325 -2.38861 -6.47719
H 5.90699 -1.56162 -7.21770
H 5.60527 -1.43333 -5.47925
H 3.81999 -0.32015 -7.70110
H 4.84469 0.66039 -6.66950
C -0.78722 -0.97898 7.57222
C -1.64817 0.23469 7.30647
O -2.75436 0.29545 8.21577
C -2.49311 0.82173 9.42399
O -1.42092 1.22465 9.77164
C -3.76726 0.86977 10.26839
F -4.47244 -0.27489 10.19513
F -4.58910 1.85788 9.86441
F -3.51231 1.08279 11.56483
H -1.39142 -1.88883 7.54948
H 0.00334 -1.05727 6.82282
H -0.32613 -0.93223 8.56016
H -2.07142 0.16154 6.30287
H -1.06423 1.15690 7.34630
C 9.52008 4.66346 -6.63088
C 9.19008 3.27199 -6.13056
O 8.06147 2.73014 -6.83763
C 8.32457 2.18175 -8.03183
O 9.41088 2.12239 -8.53096
C 7.04627 1.60620 -8.64239
F 5.99625 2.44305 -8.53040
F 6.68126 0.45158 -8.04008
F 7.17260 1.33425 -9.94620
H 8.64169 5.30983 -6.57317
H 10.32379 5.10422 -6.03952
H 9.83223 4.64148 -7.67647
H 8.90562 3.31690 -5.07867
H 10.05008 2.60325 -6.20343
C -13.03705 0.07031 2.50587
C -12.70238 1.53730 2.68228
O -11.28477 1.72131 2.84411
C -10.56313 1.74630 1.71753
O -11.01320 1.62358 0.61419
C -9.08938 1.99697 2.03952
F -8.65361 1.25485 3.07152
F -8.86361 3.28434 2.37099
F -8.27964 1.72242 1.00255
H -12.63137 -0.51737 3.33216
H -14.11720 -0.07531 2.46441
H -12.59931 -0.32517 1.58745
H -13.17067 1.91478 3.59174
H -13.07864 2.13900 1.85265



[3]
123
Properties=species:S:1:pos:R:3 method="wB97M-V/def2-TZVPD" energy_ha=-2653.94807 homo_ha=-0.3472 total_charge=+1
C -48.87202 4.87756 13.01360
C -49.41577 6.24106 12.75043
C -48.64124 7.05377 11.69090
C -48.57485 6.50495 10.25313
C -50.03836 6.55636 9.74795
C -51.05016 5.73577 10.67916
N -50.77728 6.03391 12.09490
O -51.82827 6.04968 12.88248
C -50.82754 4.20557 10.34431
C -52.38434 6.13536 10.06863
C -49.51221 7.15898 14.02296
H -49.63827 4.39828 13.60097
H -47.96365 4.92370 13.61104
H -48.57077 4.43309 12.01512
H -47.57582 7.19274 11.89123
H -49.07906 8.00833 11.86059
H -48.33407 5.54669 10.04655
H -47.97241 7.05172 9.71287
H -50.13464 6.21095 8.86849
H -50.41819 7.58091 9.66282
H -51.53740 3.61139 10.89627
H -49.83387 3.79169 10.64017
H -51.08624 4.05738 9.27036
H -52.56845 5.63529 9.08862
H -52.41027 7.38321 9.74330
H -53.45270 5.89597 10.74772
H -50.17479 8.16203 14.06527
H -48.48958 7.55437 14.18527
H -49.78082 6.52917 14.86860
N -51.28463 3.65438 17.19144
C -51.35076 3.84942 15.90902
C -52.34467 5.08020 15.78123
C -52.55165 5.68659 17.25533
C -51.81207 4.63902 18.14089
H -50.72876 2.83815 17.73241
H -50.87811 3.20636 15.20111
H -52.78908 5.60767 15.01058
H -53.02801 6.57495 17.56087
H -51.75557 4.71443 19.04138
N -46.78766 10.07028 12.52267
C -48.07668 10.44414 12.74655
C -48.74142 10.58034 11.37715
C -47.63458 10.37707 10.40523
C -46.38043 10.08924 11.14725
H -46.08944 9.78200 13.40003
H -48.50713 10.66359 13.77737
H -49.80010 10.89517 11.10400
H -47.63588 10.32508 9.30638
H -45.38932 9.74194 10.69683
N -51.74730 9.87327 14.98035
C -52.81916 9.01116 14.86692
C -53.27688 8.97398 13.43496
C -52.28658 9.84561 12.67293
C -51.42762 10.41058 13.75525
H -51.27070 10.01236 15.84607
H -53.33155 8.44882 15.59137
H -54.02130 8.36207 13.07107
H -52.26145 9.96573 11.62324
H -50.61682 10.93768 13.67264
N -53.56229 1.92763 11.36303
C -54.17167 2.81817 12.24411
C -54.87931 3.83155 11.25546
C -54.79641 3.14437 9.91056
C -53.77881 1.96063 10.05348
H -52.92697 1.13171 11.64072
H -54.01268 2.83155 13.27717
H -55.48109 4.75249 11.36564
H -55.37568 3.50421 8.97729
H -53.25318 1.46468 9.31911
N -46.48069 4.31580 16.67538
C -45.64964 5.11893 17.25808
C -46.60560 6.00451 18.04745
C -48.05224 5.56995 17.92143
C -47.88279 4.38552 16.88367
H -46.04591 3.57276 16.01038
H -44.66033 5.21142 17.13281
H -46.27481 6.96176 18.76893
H -48.96028 6.14601 18.06452
H -48.57108 3.70946 16.23061
N -44.39882 9.28211 13.93001
C -44.02554 8.20582 13.08727
C -44.78253 6.98837 13.72869
C -45.69710 7.52029 14.84546
C -45.16465 9.08064 15.02178
H -43.89069 10.16780 13.82605
H -43.41872 8.46410 12.22300
H -44.52363 5.92579 13.38247
H -46.17758 6.82043 15.37335
H -45.52011 9.82973 15.60992
N -52.35504 -0.58349 12.30276
C -51.83916 0.37816 13.24472
C -50.59565 0.96642 12.65735
C -50.45699 0.40350 11.30283
C -51.50543 -0.63587 11.17093
H -53.11618 -1.18690 12.53726
H -52.47126 0.52766 14.29702
H -50.15951 1.62157 13.35221
H -49.74783 0.64348 10.47210
H -51.85499 -1.35491 10.11946
N -47.02426 8.42372 7.06067
C -47.67252 9.69105 6.73750
C -49.11406 9.40903 6.31981
C -49.15580 7.90702 6.35063
C -47.85862 7.34379 6.78656
H -45.92718 8.38964 7.29836
H -47.17063 10.69454 6.88111
H -50.02732 10.25236 6.14136
H -49.95872 7.48407 5.95218
H -47.52455 6.43486 6.81544
C -45.64278 3.04154 7.61115
N -46.46938 3.93191 8.53163
O -46.38206 3.74321 9.69322
O -47.51577 4.32698 8.02945
H -45.96931 2.00076 7.73076
H -44.61732 2.77759 8.12343
H -45.81385 3.66545 6.63265
C -53.49554 10.70206 7.23478
N -53.12665 10.01285 8.42085
O -52.09218 10.27826 8.99291
O -54.08091 9.21343 8.91122
H -52.63311 11.25884 6.91772
H -54.29606 11.31537 7.55306
H -53.81096 9.95248 6.76360